# 1
The following is a quantum chemistry calculation of a gas-phase ion, C5H9NO (charge -1), from the OMol25 dataset.

The geometry in XYZ format:
```
16
C5H9NO, DFT ωB97M-V/def2-TZVPD
O 0.02953 1.87779 1.69393
C -0.35642 1.78654 0.48848
C -1.27948 0.69727 0.05022
C -0.64662 -0.24318 -1.04464
C 0.39383 -1.12231 -0.44863
C 0.15675 -2.37979 -0.06997
N 1.70202 -0.59071 -0.55339
H -0.07245 2.60388 -0.19038
H -1.66652 0.01736 0.79926
H -2.11930 1.22035 -0.46299
H -1.50632 -0.83827 -1.40610
H -0.25653 0.31573 -1.88790
H 0.92192 -3.01470 0.35893
H -0.82716 -2.80527 -0.18342
H 2.28697 -0.95051 0.19686
H 1.71253 0.42849 -0.50350
```

Summary:
- Spin multiplicity: 2
- Net charge: -1
- Gap between HOMO and LUMO (alpha / beta): 3.697 / 7.294 eV
- Energy: -325.8467 hartree
- Energy above the lowest of the compared OMol25 structures with the same formula, charge and spin: 10.6 kcal/mol
- Expectation value of S²: 0.75

# 2
The following is a quantum chemistry calculation of C5H9NO in the gas phase, from the OMol25 dataset.

The geometry in XYZ format:
```
16
C5H9NO, DFT ωB97M-V/def2-TZVPD
C 1.58911 -0.23045 -0.73066
C 1.24199 -0.36611 0.73521
N 0.70336 0.70626 1.52862
C -0.16941 -0.47457 1.30182
C -1.17996 -0.66353 0.29878
C -1.60629 0.50965 -0.45935
O -2.13575 0.23676 -1.72932
H 1.70209 -1.22032 -1.18392
H 2.54766 0.29139 -0.82433
H 0.84444 0.31933 -1.31160
H 1.95059 -0.98721 1.28171
H 0.42827 1.48199 0.92933
H -0.22520 -1.12012 2.17603
H -2.35695 -0.70610 -1.70938
H -2.39354 0.84159 0.26715
H -0.94042 1.38142 -0.57008
```

Summary:
- Spin multiplicity: 1
- Gap between HOMO and LUMO: 8.608 eV
- Energy: -325.7448 hartree
- Energy above the lowest of the compared OMol25 structures with the same formula, charge and spin: 121.0 kcal/mol

# 3
The following is a quantum chemistry calculation of 2 unconnected molecules or ions with the total composition C5H9NO, from the OMol25 dataset.

The geometry in XYZ format:
```
16
C5H9NO, DFT ωB97M-V/def2-TZVPD
C -1.36509 0.21660 -0.81661
C -0.36087 0.90254 -1.36876
C 0.92149 1.25679 -0.65966
C -0.48799 1.35407 -2.73677
N -0.57344 1.73105 -3.82907
H -2.26588 -0.01500 -1.37736
H -1.29335 -0.11431 0.21712
H 1.07851 2.34095 -0.65967
H 0.88432 0.89821 0.37286
H 1.78098 0.80462 -1.16755
C 0.39377 -1.84937 1.81508
O -0.06893 -0.52935 2.03572
H 1.37071 -2.02861 2.28331
H 0.50022 -1.96580 0.73340
H -0.31950 -2.60284 2.17533
H -0.19495 -0.39956 2.98261
```

Summary:
- Spin multiplicity: 1
- Gap between HOMO and LUMO: 10.385 eV
- Energy: -325.8626 hartree
- Energy above the lowest of the compared OMol25 structures with the same formula, charge and spin: 47.1 kcal/mol

# 4
The following is a quantum chemistry calculation of C5H9NO in the gas phase, from the OMol25 dataset.

The geometry in XYZ format:
```
16
C5H9NO, DFT ωB97M-V/def2-TZVPD
C 2.16602 1.07006 -0.56133
C 0.90543 1.02812 -0.86645
C -0.32620 1.07742 -1.30020
O -1.41698 0.35022 -0.92589
N -1.26783 -0.57162 0.20175
C -0.42073 -1.70651 -0.07329
C -0.99051 0.08226 1.45791
H 2.90378 0.48538 -1.09341
H 2.53944 1.67126 0.25580
H -0.62869 1.81390 -2.03758
H -0.64445 -2.47496 0.66614
H 0.65027 -1.46780 -0.02431
H -0.65978 -2.09003 -1.06388
H 0.05845 0.39059 1.56239
H -1.63108 0.95850 1.54590
H -1.23713 -0.61681 2.25647
```

Summary:
- Spin multiplicity: 1
- Gap between HOMO and LUMO: 9.764 eV
- Energy: -325.7597 hartree
- Energy above the lowest of the compared OMol25 structures with the same formula, charge and spin: 111.6 kcal/mol